Entry 1:
The following is a DFT calculation (wB97M-V/def2-TZVPD) of the ion C3H6IN2 with charge +1 at a distorted geometry.

Each line ends with the Mulliken spin population.
Atoms and positions in Å:
1 C -0.68990 1.31296 -0.08043  0.060
2 C -1.12752 -0.16568 -0.25302  0.012
3 C 1.11498 0.10568 0.47728  0.426
4 N 0.48676 1.47749 0.33584  -0.026
5 N 0.12359 -0.83345 -0.04559  0.005
6 I 3.04254 -0.09538 -0.71358  1.489
7 H -1.46134 2.08200 -0.15417  0.007
8 H -1.77933 -0.42737 0.58127  0.008
9 H -1.45099 -0.58137 -1.25812  -0.005
10 H 1.24338 -0.10288 1.58947  -0.024
11 H -0.09639 -1.69162 0.47459  0.002
12 H 0.59423 -1.08039 -0.95354  0.046

Results
- E (Ha) = -524.683480
- LUMO energy (alpha / beta) (eV) = -3.46 / -7.97
- total charge = +1
- 2S+1 = 3
- HOMO-LUMO gap (alpha / beta) (eV) = 7.52 / 6.82
- energy above the lowest of the compared OMol25 structures with the same formula, charge and spin (kcal/mol) = 2.8
- E_HOMO (alpha / beta) (eV) = -10.98 / -14.79

***

Entry 2:
The following is a DFT calculation (wB97M-V/def2-TZVPD) of a structure of composition C42H33AsFeN4O2S at a distorted geometry.

Each line ends with the Mulliken spin population.
Atoms and positions in Å:
1 Fe 0.86193 0.02125 0.43293  4.387
2 C 3.43539 -6.01022 -4.64586  0.000
3 C 2.51717 -5.05381 -3.93925  0.002
4 C 2.85131 -3.70782 -3.80182  -0.001
5 C 1.99415 -2.81929 -3.17822  -0.002
6 C 0.78510 -3.28220 -2.67532  0.008
7 C 0.42951 -4.61758 -2.80024  0.002
8 C 1.30076 -5.49412 -3.42674  -0.001
9 S -0.33209 -2.15253 -1.92430  -0.003
10 O -1.55531 -2.85303 -1.65157  0.013
11 O -0.36858 -0.94300 -2.69601  -0.002
12 N 0.40004 -1.73494 -0.51579  0.156
13 C 0.20656 -2.47346 0.63697  -0.056
14 C -0.24156 -3.78813 0.78984  0.004
15 C -0.43910 -4.25846 2.06580  0.006
16 C -0.16652 -3.44580 3.17190  0.005
17 C 0.33353 -2.18963 2.94106  0.017
18 N 0.52543 -1.71016 1.70069  0.053
19 H 4.39853 -5.55134 -4.86094  0.000
20 H 2.99853 -6.33378 -5.59163  0.000
21 H 3.60745 -6.90319 -4.04485  0.000
22 H 3.79467 -3.35198 -4.19572  0.000
23 H 2.26519 -1.77714 -3.07756  0.001
24 H -0.52841 -4.95731 -2.43291  0.001
25 H 1.02625 -6.53655 -3.52766  0.000
26 H -0.44893 -4.40202 -0.07035  0.001
27 H -0.80526 -5.26653 2.20930  0.000
28 H -0.31552 -3.79234 4.18319  0.000
29 H 0.62574 -1.55113 3.76268  -0.001
30 C 2.30148 1.72735 5.86598  0.002
31 C 3.28730 2.34504 5.10169  0.000
32 C 3.25034 2.28354 3.71945  0.005
33 C 2.21635 1.58454 3.11603  -0.004
34 C 1.21672 0.98768 3.86416  0.026
35 C 1.25745 1.05544 5.24934  0.002
36 N 2.08738 1.46565 1.68120  0.064
37 N 2.76333 2.27528 1.02014  -0.002
38 C 2.63854 2.13734 -0.39534  -0.097
39 C 3.34091 3.07388 -1.13809  0.001
40 C 3.28815 2.99467 -2.52292  0.020
41 C 2.54135 1.98713 -3.11387  -0.007
42 C 1.83816 1.05732 -2.34800  -0.149
43 C 1.87075 1.11683 -0.95894  0.334
44 H 2.34707 1.77919 6.94485  0.000
45 H 4.08976 2.88186 5.58842  0.000
46 H 4.01170 2.75678 3.11631  0.000
47 H 0.38936 0.51574 3.34843  0.008
48 H 0.47784 0.59496 5.84073  0.000
49 H 3.91781 3.83540 -0.63129  -0.001
50 H 3.82912 3.70761 -3.12921  0.001
51 H 2.49630 1.92076 -4.19345  0.000
52 H 1.22911 0.31783 -2.84738  0.006
53 C -3.15582 4.74167 3.49045  0.005
54 C -1.92253 4.98680 2.89992  -0.002
55 C -1.32821 4.01586 2.10962  0.002
56 C -1.98767 2.80767 1.91037  0.008
57 C -3.21296 2.54514 2.50579  0.012
58 C -3.79534 3.52699 3.29791  -0.001
59 As -1.20934 1.54191 0.69812  0.047
60 C -2.50770 0.17036 0.29611  0.067
61 C -2.92247 -0.85890 1.12912  -0.005
62 C -3.90960 -1.72536 0.68160  -0.001
63 C -4.46066 -1.55239 -0.58136  0.003
64 C -4.03677 -0.52684 -1.41143  -0.002
65 C -3.04767 0.34723 -0.97914  -0.002
66 C -2.48523 1.47421 -1.74623  0.017
67 C -2.82002 1.81886 -3.05029  -0.003
68 C -2.19848 2.89867 -3.65640  0.003
69 C -1.23759 3.64082 -2.97917  -0.001
70 C -0.88525 3.30119 -1.68161  0.011
71 C -1.51802 2.22556 -1.08044  0.037
72 H -3.61841 5.50200 4.10451  0.000
73 H -1.42265 5.93304 3.05581  0.000
74 H -0.36322 4.20915 1.65414  -0.001
75 H -3.71959 1.60146 2.34844  0.001
76 H -4.75429 3.33805 3.76106  0.000
77 H -2.48808 -0.99175 2.11432  0.002
78 H -4.24697 -2.53430 1.31520  0.000
79 H -5.22344 -2.23544 -0.92956  0.000
80 H -4.46916 -0.41919 -2.39644  0.000
81 H -3.55553 1.24454 -3.59673  0.000
82 H -2.46149 3.16333 -4.67126  0.000
83 H -0.75574 4.47653 -3.46761  0.000
84 H -0.12237 3.86752 -1.16068  -0.001

Results
- E (Ha) = -5887.211950
- LUMO energy (alpha / beta) (eV) = -3.46 / -4.61
- total charge = +1
- 2S+1 = 6
- HOMO-LUMO gap (alpha / beta) (eV) = 7.39 / 6.23
- E_HOMO (alpha / beta) (eV) = -10.85 / -10.84